# C3H5N3O

A cluster of 2 separate species, C3H5N3O in total (ωB97M-V with the def2-TZVPD basis set, OMol25).

The geometry in XYZ format:
```
12
Properties=species:S:1:pos:R:3:lowdin_charge:R:1
N -1.4102 -0.4035 -0.9524 0.153
C -0.2859 -0.6312 -0.8055 -0.189
C 1.1581 -0.9395 -0.7133 -0.258
O 1.5074 -2.0197 -1.5401 -0.045
H 1.7164 -0.0215 -0.9450 0.124
H 1.3991 -1.2186 0.3146 0.124
H 1.2417 -1.8109 -2.4451 0.098
N -2.2778 1.1666 1.5621 0.144
C -1.0651 1.2959 1.5414 -0.400
N 0.1640 1.3076 1.6271 0.127
H -2.7518 1.0563 0.6714 0.055
H 0.6041 2.2185 1.6850 0.068
```

Output
- SMILES = N#CCO.N=C=N
- E_HOMO (eV) = -10.515
- energy relative to the best compared isomer or geometry (same formula, charge and spin) (eV) = 2.104
- gap between HOMO and LUMO (Ha) = 0.407

***

# C11H29N3S2Y

A structure of composition C11H29N3S2Y (ωB97M-V with the def2-TZVPD basis set, OMol25).

The geometry in XYZ format:
```
46
Properties=species:S:1:pos:R:3:lowdin_charge:R:1
Y 0.2643 0.0185 0.1023 1.377
S -0.9888 2.4357 -0.2385 0.822
S -0.7926 -2.5134 -0.1036 0.818
C -2.8349 2.3652 -0.3018 -0.282
C -0.6633 2.3779 -2.0497 -0.410
C -1.0867 1.0936 -2.7406 -0.240
N -0.3531 -0.0951 -2.2076 -0.201
C -1.0305 -1.3472 -2.6803 -0.238
C -0.5254 -2.5606 -1.9368 -0.398
H 0.4109 2.5620 -2.1880 0.099
H -1.2274 3.2064 -2.4831 0.111
H -0.8910 1.1764 -3.8254 0.159
H -2.1637 0.9057 -2.6225 0.120
H -0.8418 -1.4642 -3.7608 0.159
H -2.1125 -1.2081 -2.5572 0.120
H 0.5495 -2.7023 -2.0917 0.098
H -1.0612 -3.4408 -2.2893 0.110
C -2.6424 -2.5319 -0.1318 -0.282
H 0.5538 -0.0892 -2.7020 0.142
H -3.0443 -1.6292 -0.6117 0.043
H -2.9709 -2.5803 0.9139 0.059
H -2.9556 -3.4396 -0.6726 0.082
H -3.1981 2.4233 0.7345 0.061
H -3.1784 1.4313 -0.7725 0.045
H -3.1857 3.2421 -0.8770 0.085
C 4.3218 0.1263 -1.2891 -0.021
C 4.3956 0.1772 0.0560 -0.107
H 4.3183 1.0381 -1.8977 0.073
H 4.3847 -0.8251 -1.8294 0.073
H 4.4626 1.1392 0.5798 0.085
H 4.5120 -0.7415 0.6458 0.085
N 1.9901 0.3099 1.5896 -0.105
C 1.6800 -0.6716 2.6708 -0.214
C 0.8317 -0.0234 3.7677 -0.155
C -0.3512 0.8003 3.2749 -0.189
N -0.9998 0.1060 2.1028 -0.098
H 2.1394 1.2452 1.9816 0.129
H 2.8901 0.0967 1.1062 0.008
H 1.1202 -1.5038 2.2013 0.087
H 2.5964 -1.1078 3.0888 0.150
H 0.4840 -0.8251 4.4320 0.141
H 1.4592 0.6245 4.3939 0.144
H -1.0917 0.9602 4.0755 0.148
H -0.0412 1.7921 2.9084 0.115
H -1.9190 0.5130 1.8896 0.096
H -1.2140 -0.8666 2.3453 0.096
```

Output
- E_HOMO (eV) = -19.206
- total charge = +3
- gap between HOMO and LUMO (Ha) = 0.332

***

# C5H11NO

The molecule C5H11NO (ωB97M-V with the def2-TZVPD basis set, OMol25).

The geometry in XYZ format:
```
18
Properties=species:S:1:pos:R:3:lowdin_charge:R:1
C 0.6945 1.9347 -0.3533 -0.085
C 1.3322 0.8182 0.4658 -0.183
N 0.5061 -0.4117 0.5406 -0.243
C 0.2666 -1.0424 1.6974 0.002
C 0.0068 -0.9716 -0.5718 -0.123
C -1.4324 -1.3601 -0.6583 -0.269
O -2.0974 -0.5317 -1.6133 -0.080
H 1.4144 2.7463 -0.5046 0.076
H -0.1833 2.3525 0.1517 0.079
H 0.3877 1.5736 -1.3393 0.065
H 2.2941 0.5278 0.0277 0.125
H 1.5267 1.1325 1.4959 0.116
H 0.2436 -2.1209 1.6730 0.066
H 0.0963 -0.4979 2.6165 0.057
H 0.5680 -0.8585 -1.4932 0.114
H -1.6157 -2.3801 -1.0086 0.110
H -1.8857 -1.2679 0.3442 0.102
H -1.9573 0.3781 -1.3179 0.072
```

Output
- E_HOMO (eV) = -7.008
- energy relative to the best compared isomer or geometry (same formula, charge and spin) (eV) = 3.659
- gap between HOMO and LUMO (Ha) = 0.284

***

# Br2H2NOP

The molecule Br2H2NOP (ωB97M-V with the def2-TZVPD basis set, OMol25).

The geometry in XYZ format:
```
7
Properties=species:S:1:pos:R:3:lowdin_charge:R:1
N -1.0839 -0.1984 0.3222 -0.158
P 0.3991 0.0561 -0.4921 -0.115
O 0.4301 0.1363 -1.9620 -0.421
Br 1.5489 1.9240 0.3211 0.238
Br 1.4562 -1.6298 0.3729 0.387
H -1.2274 -0.9691 0.9703 0.040
H -1.5230 0.6809 0.4675 0.028
```

Output
- SMILES = NP(=O)(Br)Br
- E_HOMO (eV) = -10.759
- energy relative to the best compared isomer or geometry (same formula, charge and spin) (eV) = 0.418
- gap between HOMO and LUMO (Ha) = 0.376

***

# C23H17BiF5N3S

A structure of composition C23H17BiF5N3S (ωB97M-V with the def2-TZVPD basis set, OMol25).

The geometry in XYZ format:
```
50
Properties=species:S:1:pos:R:3:lowdin_charge:R:1
Bi 0.5652 0.6794 -0.6950 1.344
N 2.7449 -1.0222 0.3510 0.000
C 4.0701 -0.6048 0.7213 -0.245
C 5.0518 -1.5038 1.0369 -0.024
C 6.3540 -1.0864 1.3834 -0.071
C 6.6598 0.2411 1.4184 -0.036
C 5.6702 1.2039 1.1114 -0.155
C 5.9330 2.5934 1.1442 -0.013
C 4.9369 3.4730 0.8495 -0.048
C 3.6641 2.9584 0.5190 -0.139
N 3.3790 1.6844 0.4729 0.046
C 4.3642 0.7898 0.7603 -0.175
H 2.7803 -1.7349 -0.3695 0.082
H 2.2614 -1.4396 1.1398 0.085
H 4.8196 -2.5619 1.0136 0.115
H 7.1039 -1.8286 1.6218 0.106
H 7.6544 0.5776 1.6837 0.114
H 6.9264 2.9367 1.4072 0.119
H 5.0978 4.5418 0.8652 0.105
H 2.8541 3.6435 0.2848 0.109
F -6.4083 0.3799 0.2668 0.131
C -5.2271 0.8720 -0.1022 -0.147
C -4.1773 0.9124 0.7956 -0.152
F -4.3500 0.4769 2.0436 0.128
C -2.9574 1.4234 0.3953 -0.254
F -1.9835 1.4837 1.3168 0.048
C -2.7289 1.8984 -0.8914 -0.543
S -1.1693 2.5039 -1.4403 0.462
C -3.8150 1.8653 -1.7617 -0.253
F -3.6798 2.3045 -3.0160 0.085
C -5.0450 1.3586 -1.3845 -0.149
F -6.0571 1.3270 -2.2542 0.123
C -1.8324 -0.7735 -3.0099 -0.072
C -2.4606 -1.3068 -1.7553 -0.232
C -3.7672 -1.7805 -1.7970 -0.062
C -4.3850 -2.3104 -0.6763 -0.091
C -3.6743 -2.4003 0.5119 -0.063
C -2.3603 -1.9688 0.5912 -0.239
C -1.5967 -2.0623 1.8795 -0.058
C -1.7411 -1.3967 -0.5441 -0.375
N -0.4247 -0.9978 -0.4058 -0.312
H -2.5410 -0.8224 -3.8362 0.081
H -0.9472 -1.3541 -3.2872 0.079
H -1.5188 0.2669 -2.9168 0.005
H -4.3110 -1.7218 -2.7330 0.112
H -5.4091 -2.6566 -0.7299 0.104
H -4.1474 -2.8116 1.3960 0.111
H -2.2167 -2.4933 2.6648 0.075
H -1.2553 -1.0781 2.2064 0.065
H -0.7035 -2.6790 1.7540 0.073
```

Output
- E_HOMO (eV) = -7.396
- energy relative to the best compared isomer or geometry (same formula, charge and spin) (eV) = 0.140
- gap between HOMO and LUMO (Ha) = 0.236

***

# C15H28F6NO3P2Y

A structure of composition C15H28F6NO3P2Y (ωB97M-V with the def2-TZVPD basis set, OMol25).

The geometry in XYZ format:
```
56
Properties=species:S:1:pos:R:3:lowdin_charge:R:1
C -1.1504 2.3561 -3.6667 -0.055
C -1.0543 1.8642 -2.3645 -0.304
N 0.0268 1.1723 -1.9243 0.073
C 1.0696 1.0195 -2.7773 -0.298
C 1.0819 1.6302 -4.0288 -0.031
C -0.0520 2.2894 -4.5043 -0.051
C -2.1934 2.3531 -1.4441 -0.291
P -2.1639 1.7650 0.3078 0.848
Y -0.0011 0.0153 0.5548 1.078
P 2.2967 -0.9036 -1.0531 0.681
C 2.3464 0.2988 -2.4070 -0.298
O -4.5019 -2.2949 -2.7315 -0.079
O -0.1506 -1.6742 -0.5455 -0.547
H -2.0635 2.8542 -3.9690 0.112
H 2.0122 1.5855 -4.6046 0.121
H -0.0511 2.7556 -5.4876 0.110
C -2.4904 3.4149 1.0895 -0.256
C -3.7453 0.8994 0.6621 -0.264
H 2.7304 -0.2497 -3.2794 0.093
H 3.0986 1.0371 -2.0950 0.091
H -3.1515 2.1831 -1.8629 0.073
H -2.1213 3.4498 -1.4266 0.082
C 4.0029 -1.0189 -0.4091 -0.258
C 2.2822 -2.5152 -2.0018 -0.292
H -2.2436 -3.9658 -1.3877 0.026
H -0.5023 -1.9243 -1.4206 -0.030
H -4.9319 -1.8622 -1.9812 0.024
H -3.7553 -1.6863 -2.9097 0.038
H 1.9786 0.1320 0.0384 -0.160
H -1.8600 -3.8753 -0.7385 0.027
H -3.5785 3.5555 1.2748 0.050
H -1.9333 3.4359 2.0468 0.039
H -2.1138 4.2275 0.4341 0.045
H -4.5391 1.6056 0.9537 0.043
H -4.0726 0.2844 -0.1896 0.038
H -3.5526 0.2239 1.5127 0.042
H 3.2264 -2.5824 -2.5701 0.015
H 2.2125 -3.3494 -1.2833 0.043
H 1.4263 -2.5369 -2.6958 0.026
H 4.5916 -1.7063 -1.0393 0.038
H 4.4439 -0.0140 -0.3936 0.033
H 3.9434 -1.4109 0.6227 0.037
C -0.5470 -1.0529 4.5775 0.010
C 0.5484 -1.0255 3.5295 -0.447
O 0.0793 -1.1555 2.2393 -0.294
C 1.3639 0.3110 3.6132 -0.469
F 1.5215 0.8308 4.8389 0.159
F 2.5783 0.2654 3.0111 0.128
F 0.6535 1.2941 2.8641 0.000
C 1.5298 -2.2442 3.7604 -0.493
F 2.1127 -2.2426 4.9917 0.132
F 0.8388 -3.4134 3.6365 0.136
F 2.5300 -2.2918 2.8396 0.129
H -1.1658 -0.1574 4.4569 0.094
H -0.1434 -1.0986 5.5980 0.100
H -1.1747 -1.9283 4.3856 0.101
```

Output
- E_HOMO (eV) = -4.005
- energy relative to the best compared isomer or geometry (same formula, charge and spin) (eV) = 1.345
- gap between HOMO and LUMO (Ha) = 0.145

***

# C11H14BF3N6O3OsS

A structure of composition C11H14BF3N6O3OsS (ωB97M-V with the def2-TZVPD basis set, OMol25).

The geometry in XYZ format:
```
40
Properties=species:S:1:pos:R:3:lowdin_charge:R:1
C 2.6745 -0.0699 0.1353 -0.001
N 1.3798 -0.0751 -0.2352 0.095
N 1.3496 0.3517 -1.5483 0.019
C 2.6112 0.4872 -2.0303 0.121
C 3.4857 0.2794 -0.9664 0.178
B 0.0348 0.5598 -2.3214 -0.389
N -0.8121 -0.7567 -1.9932 0.088
N -1.0405 -1.2756 -0.7165 -0.123
C -1.7873 -2.4212 -0.8451 -0.136
C -1.9692 -2.6695 -2.2229 0.112
C -1.3398 -1.6320 -2.8853 0.082
Os -0.4122 -2.0970 1.0172 1.702
N -0.5401 2.0305 -2.0794 0.002
N -0.7176 2.5497 -0.8093 0.142
C -1.3532 3.7176 -0.9262 -0.018
C -1.4236 4.0802 -2.2912 0.150
C -0.8778 2.9914 -2.9838 0.096
H -1.7534 4.2475 -0.0644 0.152
H -0.7201 2.8410 -4.0409 0.167
H -1.8233 4.9930 -2.6813 0.156
H 0.2506 0.5286 -3.5037 0.142
H -1.2236 -1.4439 -3.9434 0.177
H 2.7874 0.7043 -3.0780 0.180
H -2.5350 -3.4836 -2.6411 0.162
H 4.5525 0.3605 -0.9800 0.165
H -2.3628 -2.8927 -0.0422 0.158
H 2.9953 -0.3132 1.1387 0.109
H -0.7825 -0.1084 1.3572 0.073
C -1.5272 -0.7748 1.8838 -0.143
H -2.5166 -0.6647 1.4383 0.124
H -1.3188 -1.9004 2.1862 0.015
H -1.5464 -0.3307 2.8799 0.117
F -0.5643 -0.9359 5.1621 0.159
C 0.7781 -1.1452 5.0613 -0.548
F 1.3921 -0.3883 5.9958 0.217
F 1.0241 -2.4514 5.3199 0.187
S 1.3512 -0.7181 3.3385 0.670
O 0.7400 0.5385 3.0003 -0.133
O 2.7911 -0.8126 3.3245 -0.064
O 0.7494 -1.9001 2.5905 -0.364
```

Output
- E_HOMO (alpha / beta) (eV) = -23.107 / -22.870
- total charge = +4
- 2S+1 = 5
- gap between HOMO and LUMO (alpha / beta) (Ha) = 0.186 / 0.139

***

# C7H10

A cluster of 2 separate species, C7H10 in total (ωB97M-V with the def2-TZVPD basis set, OMol25).

The geometry in XYZ format:
```
17
Properties=species:S:1:pos:R:3:lowdin_charge:R:1
C 0.1082 -1.5165 1.3156 -0.056
C -0.9857 -1.1027 0.3187 -0.262
C -0.4022 -0.1375 1.4014 -0.222
C 0.4281 0.9753 0.8853 -0.081
C 0.9443 0.9396 -0.3434 -0.139
C 0.6007 -0.1668 -1.3100 -0.274
C -0.6353 -0.9744 -1.0698 0.067
H -0.2060 -2.2454 2.0565 0.110
H 1.1090 -1.6670 0.9209 0.114
H -1.9595 -1.5306 0.5511 0.113
H -1.0742 0.0872 2.2262 0.135
H 0.6049 1.8212 1.5455 0.105
H 1.5541 1.7629 -0.7108 0.098
H -0.8207 2.3934 -1.8051 0.029
H 0.6164 0.2039 -2.3421 0.085
H 1.3806 -0.9535 -1.3073 0.130
H -1.2629 2.1110 -2.3324 0.047
```

Output
- E_HOMO (eV) = -7.944
- energy relative to the best compared isomer or geometry (same formula, charge and spin) (eV) = 5.112
- gap between HOMO and LUMO (Ha) = 0.306